No. 1
DFT (ωB97M-V/def2-TZVPD) results for a structure of composition C4H6N2.

```
12
Properties=species:S:1:pos:R:3:lowdin_charge:R:1
C 1.934 -0.261 -0.095 -0.221
H -1.839 -1.364 -0.182 0.091
H 2.970 -0.563 -0.193 0.080
C -1.625 -0.297 -0.262 -0.033
N 1.655 1.078 0.126 0.068
H -0.201 2.055 0.469 0.124
H -1.753 0.016 -1.299 0.097
N -0.232 -0.091 0.133 -0.235
H 0.075 -0.868 0.925 0.169
H -2.290 0.277 0.388 0.091
C 0.858 -1.119 -0.214 -0.044
C 0.371 1.160 0.255 -0.190
```

calculated total energy = -265.3785 a.u.
ΔE to the lowest compared entry with this formula, charge and spin = 412.4 kJ/mol
spin multiplicity = 1
HOMO energy = -9.03 eV



No. 2
DFT (ωB97M-V/def2-TZVPD) results for a structure of composition C13H20Cl3N9PRuSSi at a distorted geometry.

```
49
Properties=species:S:1:pos:R:3:lowdin_charge:R:1
C 0.298 2.325 1.894 -0.110
H 5.498 -0.199 -0.115 0.134
H 1.715 -1.904 1.234 0.097
N -0.474 1.486 1.154 -0.035
H -5.330 -1.091 2.032 0.097
C -2.768 1.088 -0.950 -0.485
H 1.602 -0.460 2.047 0.108
Si -0.485 -2.421 -1.557 -0.559
N -3.628 1.442 -1.930 -0.109
H -3.032 -3.785 2.202 0.141
H -3.342 2.020 -3.977 0.140
H -5.173 -1.623 0.349 0.086
C -1.738 1.737 1.469 -0.453
H -2.696 4.002 3.769 0.103
C -1.343 -2.413 1.746 -0.152
Cl 0.014 -4.201 -2.363 0.323
H -5.453 0.458 -1.596 0.092
C -2.612 -0.778 1.130 -0.521
P -3.227 0.910 0.806 1.201
N -1.792 2.715 2.406 -0.112
C -5.081 1.453 -1.834 0.000
Cl -2.548 -2.244 -1.688 0.305
C 3.470 0.113 -0.249 -0.810
H -0.707 1.648 -3.321 0.101
H -0.435 -2.948 1.967 0.106
C -4.874 -1.830 1.375 -0.004
H -5.497 1.758 -2.789 0.105
H 4.966 0.837 -1.388 0.120
N 1.859 -0.903 1.171 0.010
S 2.260 0.899 -1.133 0.660
H -5.233 -2.817 1.652 0.106
C -0.514 3.095 2.680 -0.022
N -1.339 -1.122 1.293 -0.050
C -1.586 1.510 -2.717 -0.145
Cl 0.231 -1.006 -3.023 0.212
H -5.405 2.149 -1.063 0.094
C -2.895 1.710 -3.049 -0.012
C -2.989 3.267 3.025 -0.007
N -1.520 1.130 -1.410 -0.064
H -3.613 3.756 2.280 0.098
C -2.634 -2.841 1.871 -0.032
N -3.424 -1.801 1.484 -0.122
H 3.919 -1.001 1.407 0.169
Ru 0.029 -0.168 -0.427 0.775
H -3.565 2.483 3.514 0.094
H 1.371 2.358 1.805 0.104
N 3.177 -0.628 0.832 -0.057
H -0.289 3.873 3.390 0.137
N 4.739 0.252 -0.600 0.141
```

calculated total energy = -3504.3188 a.u.
ΔE to the lowest compared entry with this formula, charge and spin = 311.3 kJ/mol
charge = +2
spin multiplicity = 2
HOMO energy (alpha / beta) = -13.49 / -14.47 eV



No. 3
DFT (ωB97M-V/def2-TZVPD) results for a structure of composition C5H11NP at a distorted geometry.

```
18
Properties=species:S:1:pos:R:3:lowdin_charge:R:1
C -2.407 0.183 -0.683 -0.125
H 1.789 -1.889 -0.077 0.140
H -0.808 2.388 0.428 0.146
C -0.145 1.429 0.617 -0.259
H -2.632 1.182 -0.509 -0.006
C 1.118 -1.050 0.223 -0.255
H 0.918 -0.505 -1.766 0.146
H -3.206 -0.452 -0.730 0.005
H -0.631 -2.356 -0.125 0.106
H 0.699 1.998 -1.417 0.164
H 1.685 -0.550 1.062 0.145
H 0.150 1.426 1.658 0.089
C 0.971 1.295 -0.506 -0.180
C -0.238 -1.636 0.616 -0.202
H 2.034 1.553 -0.225 0.135
P -1.102 -0.007 0.258 0.992
N 0.751 -0.128 -0.857 -0.150
H -0.569 -2.106 1.581 0.110
```

calculated total energy = -592.8740 a.u.
ΔE to the lowest compared entry with this formula, charge and spin = 137.5 kJ/mol
charge = +1
spin multiplicity = 1
HOMO energy = -13.64 eV



No. 4
DFT (ωB97M-V/def2-TZVPD) results for a structure of composition C17H27AgN9OP at a distorted geometry.

```
56
Properties=species:S:1:pos:R:3:lowdin_charge:R:1
H -2.645 -0.133 2.684 0.080
H -3.565 0.253 -1.026 0.055
C 2.727 2.294 -2.334 -0.420
H 2.513 2.084 -3.413 0.042
H 3.403 3.183 -2.331 0.041
H -2.279 2.365 -0.233 0.064
Ag 1.388 2.059 0.563 0.595
N -0.760 3.110 2.814 -0.146
O 1.584 2.489 -1.647 -0.489
H -0.126 -4.164 -2.952 0.089
C 0.401 -3.390 -2.403 -0.111
C -0.741 0.885 -2.927 -0.111
H -2.863 -0.790 -2.270 0.054
H -1.681 -2.827 0.174 0.060
C 0.592 1.755 3.710 -0.528
N -1.229 2.780 3.967 -0.161
N 1.649 0.928 3.998 0.100
H -2.293 2.877 -1.930 0.076
C -2.935 0.233 -1.910 -0.102
N 4.043 -0.848 2.313 -0.162
C -2.308 -2.037 0.580 -0.101
H -1.794 1.143 1.822 0.033
N 3.878 0.118 1.480 -0.145
C 0.353 -1.326 -1.150 -0.352
C 2.441 -2.480 -1.532 -0.078
C -1.566 0.856 -1.642 -0.680
H -1.248 1.485 -3.685 0.079
H -0.760 2.751 -1.047 0.041
C -0.302 -2.318 -1.884 -0.121
H 0.197 -2.129 1.561 0.079
C -1.467 -0.830 0.995 -0.675
C -1.746 2.304 -1.179 -0.125
N 2.944 0.964 1.937 -0.066
N -0.408 1.926 4.579 -0.020
H 1.478 0.307 4.776 0.118
C 1.772 -3.482 -2.223 -0.111
C -2.344 0.212 1.693 -0.108
C 1.736 -1.417 -1.000 -0.086
H -3.067 -1.777 -0.151 0.052
P -0.430 0.104 -0.311 1.151
H -0.846 -1.655 2.914 0.085
H 0.288 -0.502 2.217 0.039
H 3.512 -2.529 -1.403 0.101
H 3.343 1.445 -1.976 0.044
H 0.220 1.353 -2.697 0.047
H 2.316 -4.328 -2.625 0.087
C 2.561 0.421 3.101 -0.540
C -0.395 -1.314 1.980 -0.108
N 0.408 2.485 2.600 -0.072
H -3.245 0.431 1.121 0.062
H -2.819 -2.434 1.460 0.078
H -1.367 -2.259 -2.051 0.083
H -0.569 -0.110 -3.334 0.064
H 2.254 -0.638 -0.453 0.068
N 3.232 -0.703 3.362 -0.024
H -3.436 0.818 -2.684 0.073
```

calculated total energy = -1720.3505 a.u.
ΔE to the lowest compared entry with this formula, charge and spin = 12.2 kJ/mol
charge = -2
spin multiplicity = 1
HOMO energy = -1.48 eV



No. 5
DFT (ωB97M-V/def2-TZVPD) results for a structure of composition C43H49AsCoN3O5S.

```
103
Properties=species:S:1:pos:R:3:lowdin_charge:R:1
H 0.607 -5.783 -1.932 0.067
S -3.227 -2.906 0.831 0.863
H 3.181 -2.227 -5.903 0.078
H 2.185 3.844 0.723 0.069
C 0.567 2.943 -1.171 -0.287
H -2.407 2.295 4.066 0.111
H -1.223 5.689 -2.055 0.110
H 3.421 -2.175 3.255 0.100
H 3.606 2.475 -1.186 0.072
C 2.176 -3.039 -2.245 -0.134
O -0.038 -1.244 1.628 -0.128
O 0.122 -4.569 0.555 -0.261
H -0.037 -4.402 -2.827 0.073
C 1.795 4.357 -2.710 -0.035
H -2.154 0.431 0.943 0.023
H 2.689 4.532 -3.304 0.105
C 1.712 3.195 -1.940 -0.307
H 1.710 -5.866 0.159 0.071
H -0.833 -1.053 3.031 0.063
H -3.576 -5.255 1.003 0.052
H -1.892 -4.774 0.526 0.032
O -0.876 -1.049 4.031 0.042
C -1.278 1.898 2.297 -0.271
H 0.077 3.860 6.134 0.069
H 4.568 -3.804 -4.561 0.067
H 0.127 1.212 -3.131 0.096
H -4.773 0.621 -3.147 0.079
C -1.572 0.687 -1.925 -0.414
C -1.796 3.650 -0.482 -0.046
H -0.980 5.042 5.366 0.068
C -0.054 -4.898 -1.854 -0.081
As 0.527 1.246 -0.108 1.328
H 2.709 2.251 1.241 0.054
C 0.657 3.522 3.452 -0.040
C 2.906 -2.458 -4.877 -0.151
O -2.397 -2.093 -0.100 -0.544
H 2.924 3.637 2.318 0.066
C -0.500 3.854 -1.229 -0.249
H -3.211 -4.711 -0.685 0.060
H 1.166 -1.181 -4.907 0.095
Co -0.301 -1.729 -0.532 0.674
H -3.245 1.715 1.452 0.079
C -2.966 -4.605 0.374 -0.252
C 1.778 -1.866 -4.329 -0.039
H -3.631 1.482 -5.188 0.070
C -1.476 2.501 3.543 -0.035
C 2.254 3.181 1.589 -0.087
C -0.082 2.125 1.601 -0.259
H 0.242 -6.631 0.781 0.071
C -0.785 3.970 5.472 -0.072
H 0.490 7.389 -3.099 0.067
C 0.869 -5.728 0.844 -0.146
H 1.857 6.678 -3.967 0.063
C -0.953 1.138 -3.109 -0.059
C -4.871 -2.717 0.192 -0.271
H 1.269 -5.650 1.859 0.078
H 1.435 4.136 3.901 0.104
C 0.899 2.933 2.216 -0.280
H -2.021 2.594 -0.344 0.040
H 2.544 -4.056 -0.394 0.120
N 1.970 -2.335 1.259 0.081
C 2.658 -1.932 3.983 -0.045
H -1.157 1.767 -5.136 0.087
H -0.147 -1.075 6.475 0.103
H -2.820 0.447 2.606 0.072
N -0.947 0.392 -0.734 -0.302
C 0.834 6.499 -3.630 -0.071
C 1.086 -1.726 2.037 -0.417
H 3.949 -2.116 5.691 0.081
C 1.931 -1.601 6.243 -0.128
C 3.686 -3.339 -4.136 -0.159
H -1.750 4.113 0.507 0.085
C -3.698 0.776 -3.147 -0.134
H -4.808 -2.823 -0.892 0.063
C 0.370 -1.336 4.421 -0.275
C 0.757 5.273 -2.756 -0.287
C -0.535 3.321 4.135 -0.289
C 1.362 -2.131 -2.999 -0.383
H 2.135 -1.581 7.308 0.085
H -5.516 -3.477 0.637 0.047
C -0.383 5.000 -2.011 -0.029
C 0.655 -1.321 5.789 -0.036
H -2.618 4.103 -1.040 0.078
C 2.946 -1.906 5.341 -0.125
C 2.890 2.245 -1.982 -0.082
C 1.384 -1.659 3.500 -0.069
C 3.296 -3.610 -2.822 -0.079
H -1.072 -5.269 -1.690 0.050
H -5.219 -1.719 0.454 0.048
H 0.207 6.387 -4.519 0.073
C -3.067 1.257 -4.291 -0.154
O 0.297 -1.576 -2.525 -0.129
C -2.432 1.059 1.787 -0.075
H 3.890 -4.292 -2.219 0.094
H 2.598 1.205 -1.855 0.041
N 1.601 -2.209 -0.016 -0.042
H -3.464 0.132 -1.106 0.082
C -2.970 0.501 -1.997 -0.061
H -1.649 3.524 5.968 0.065
H 3.413 2.335 -2.937 0.070
C 1.774 -3.409 -0.839 -0.291
C -1.683 1.425 -4.250 -0.112
C 0.334 -3.932 -0.757 -0.362
```

calculated total energy = -6225.1083 a.u.
charge = -2
spin multiplicity = 5
HOMO energy (alpha / beta) = -0.58 / -1.11 eV



No. 6
DFT (ωB97M-V/def2-TZVPD) results for an isolated molecule of C2H4OS2 at a distorted geometry.

```
9
Properties=species:S:1:pos:R:3:lowdin_charge:R:1
H -0.431 1.089 -1.151 -0.011
H -1.597 -1.362 1.506 0.082
S 0.679 0.639 -0.740 0.277
C 0.282 -0.271 0.687 -0.302
S 1.597 2.263 -0.210 0.241
O 1.149 -0.203 -1.797 -0.429
C -1.039 -0.881 0.623 0.022
H -1.382 -1.191 -0.471 0.104
H 0.743 -0.085 1.553 0.015
```

calculated total energy = -950.0854 a.u.
ΔE to the lowest compared entry with this formula, charge and spin = 323.8 kJ/mol
spin multiplicity = 1
structure (SMILES) = C=C[S@H](=O)=S
HOMO energy = -9.37 eV